# 1
A structure of composition C20H43MnN2OP3S. Source: OMol25; level of theory: ωB97M-V with the def2-TZVPD basis set.

Results
HOMO-LUMO gap (alpha / beta): 3.410 / 5.868 eV
E: -3544.84933 Eh
LUMO energy (alpha / beta): -12.503 / -10.035 eV
<S²>: 6.3546
energy relative to the best compared isomer or geometry (same formula, charge and spin): 18.2 kcal/mol

Structure (ORCA input):
```
! wB97M-V def2-TZVPD RIJCOSX def2/J DEFGRID3
* xyz 3 5
Mn 0.26 -0.22 -0.07
P -2.52 0.14 -0.38
P 0.48 -1.63 -1.74
P 0.06 2.27 -0.90
H 1.02 0.34 2.98
C 0.41 1.21 2.68
C -0.94 1.21 2.77
H -1.52 0.28 2.90
C -3.64 -1.08 0.37
C -3.09 -0.04 -2.13
C -3.44 1.65 0.13
C 2.01 -2.59 -1.38
C -0.87 -2.81 -1.83
C 0.61 -0.78 -3.35
C -0.54 3.58 0.22
C -0.87 2.61 -2.45
C 1.72 2.88 -1.38
H 0.97 2.08 2.32
H -1.54 2.04 2.39
H -3.75 -0.87 1.44
H -3.26 -2.10 0.25
H -4.63 -1.01 -0.09
H -2.72 -0.98 -2.57
H -2.75 0.79 -2.75
H -4.19 -0.07 -2.15
H -3.16 1.91 1.16
H -4.52 1.44 0.12
H -3.25 2.51 -0.52
H 2.90 -1.97 -1.59
H 2.01 -3.50 -2.00
H 2.02 -2.86 -0.31
H -0.85 -3.25 -2.84
H -1.85 -2.34 -1.66
H -0.74 -3.58 -1.07
H 0.95 -1.53 -4.07
H 1.32 0.06 -3.30
H -0.37 -0.37 -3.63
H -0.23 4.55 -0.18
H -0.13 3.44 1.22
H -1.63 3.56 0.29
H -0.46 3.53 -2.90
H -1.94 2.75 -2.25
H -0.74 1.78 -3.17
H 1.76 3.98 -1.44
H 2.04 2.42 -2.32
H 2.41 2.55 -0.60
C 3.94 0.82 0.12
C 4.78 -0.20 -0.38
C 6.11 0.15 -0.67
C 6.60 1.41 -0.34
C 5.75 2.37 0.22
C 4.43 2.06 0.56
O 2.60 0.64 0.33
H 2.23 -0.25 0.07
H 4.49 -1.25 -0.45
H 6.80 -0.58 -1.05
H 7.63 1.64 -0.61
H 6.11 3.37 0.41
H 3.82 2.76 1.12
S 0.25 -2.01 1.60
C -1.27 -2.47 2.34
N -1.74 -1.97 3.50
C -2.91 -2.66 4.02
C -3.22 -3.67 2.92
N -2.14 -3.43 1.95
H -1.18 -1.35 4.07
H -3.74 -1.98 4.19
H -2.68 -3.18 4.96
H -4.20 -3.50 2.44
H -3.19 -4.69 3.34
H -2.06 -4.00 1.09
*
```

---

# 2
A structure of composition C20H43MnNO4P2Si3. Source: OMol25; level of theory: ωB97M-V with the def2-TZVPD basis set.

Results
HOMO-LUMO gap (alpha / beta): 7.830 / 8.289 eV
E: -3845.85424 Eh
LUMO energy (alpha / beta): 0.327 / 0.187 eV
<S²>: 8.7568

Structure (ORCA input):
```
! wB97M-V def2-TZVPD RIJCOSX def2/J DEFGRID3
* xyz 0 6
Mn -0.29 -1.09 -0.54
C 3.68 -0.60 -1.19
P 2.24 -1.28 -0.32
C 2.68 -3.06 -0.40
C 2.58 -0.94 1.46
C 3.81 -0.43 1.88
C 4.08 -0.24 3.23
C 3.12 -0.57 4.18
C 1.89 -1.05 3.77
C 1.59 -1.23 2.42
P -0.08 -1.77 1.90
C -1.19 -1.16 3.22
C -0.06 -3.54 2.35
H 4.59 -1.08 -0.85
H 3.76 0.48 -1.08
H 3.55 -0.81 -2.25
H 3.62 -3.22 0.14
H 2.80 -3.34 -1.44
H 1.89 -3.68 0.01
H 4.56 -0.17 1.15
H 5.04 0.16 3.53
H 3.33 -0.43 5.23
H 1.14 -1.28 4.53
H -1.14 -0.08 3.31
H -0.94 -1.63 4.17
H -2.20 -1.45 2.95
H 0.31 -3.65 3.37
H 0.55 -4.13 1.66
H -1.08 -3.93 2.29
C -3.75 -1.58 -0.69
O -2.59 -0.75 -0.57
Si -2.53 0.93 -0.43
C -3.80 1.74 -1.55
C -3.10 1.37 1.30
C -0.78 1.16 -0.88
Si 0.08 2.49 0.04
C -0.84 4.13 -0.06
C 1.83 2.83 -0.55
C 0.25 2.10 1.88
Si -0.53 1.14 -2.71
C 1.21 0.63 -3.25
C -1.58 -0.19 -3.56
C -0.84 2.82 -3.49
H -4.40 -1.21 -1.49
H -4.31 -1.61 0.25
H -3.42 -2.59 -0.95
H -4.82 1.40 -1.33
H -3.60 1.55 -2.61
H -3.77 2.82 -1.39
H -4.18 1.53 1.30
H -2.63 2.30 1.66
H -2.87 0.58 2.02
H -0.88 4.50 -1.09
H -0.35 4.90 0.55
H -1.87 4.03 0.30
H 1.89 2.98 -1.63
H 2.50 2.00 -0.29
H 2.22 3.73 -0.07
H -0.66 2.32 2.44
H 1.07 2.68 2.33
H 0.49 1.04 2.02
H 1.36 -0.44 -3.06
H 2.00 1.18 -2.75
H 1.31 0.79 -4.33
H -1.41 -1.16 -3.08
H -1.29 -0.29 -4.61
H -2.66 -0.01 -3.52
H -0.13 3.55 -3.08
H -1.85 3.19 -3.26
H -0.72 2.81 -4.57
O -2.13 -4.46 -1.04
N -0.97 -4.09 -1.00
O -0.08 -4.74 -0.45
O -0.68 -2.90 -1.45
*
```

---

# 3
A structure of composition C20H43N2P3PbSe. Source: OMol25; level of theory: ωB97M-V with the def2-TZVPD basis set.

Results
HOMO-LUMO gap (alpha / beta): 4.865 / 4.045 eV
E: -4514.09040 Eh
LUMO energy (alpha / beta): -14.684 / -15.442 eV
energy relative to the best compared isomer or geometry (same formula, charge and spin): 5.9 kcal/mol

Structure (ORCA input):
```
! wB97M-V def2-TZVPD RIJCOSX def2/J DEFGRID3
* xyz 4 1
Pb 0.42 -0.23 0.04
P -1.65 -0.84 2.17
P 1.41 -2.88 -0.27
P -2.04 -1.04 -1.29
H -0.29 4.48 -0.86
C -1.35 4.24 -1.04
C -2.22 4.02 -0.04
H -1.96 4.09 1.02
C -1.18 -0.33 3.86
C -1.99 -2.62 2.48
C -3.34 -0.13 2.11
C 2.55 -3.26 -1.65
C 2.44 -3.35 1.16
C 0.25 -4.31 -0.36
C -3.08 0.45 -1.41
C -3.16 -2.43 -0.90
C -1.59 -1.36 -3.02
H -1.67 4.16 -2.09
H -3.28 3.81 -0.26
H -0.94 0.74 3.87
H -0.31 -0.90 4.20
H -2.02 -0.51 4.55
H -1.04 -3.13 2.66
H -2.49 -3.09 1.62
H -2.63 -2.72 3.37
H -3.27 0.95 1.94
H -3.81 -0.30 3.09
H -3.96 -0.57 1.32
H 3.03 -4.23 -1.47
H 3.30 -2.47 -1.72
H 1.99 -3.30 -2.60
H 3.19 -4.09 0.84
H 1.81 -3.78 1.95
H 2.95 -2.46 1.55
H 0.82 -5.25 -0.49
H -0.43 -4.18 -1.22
H -0.35 -4.37 0.56
H -3.66 0.42 -2.35
H -2.45 1.35 -1.41
H -3.76 0.52 -0.56
H -3.81 -2.63 -1.75
H -3.78 -2.22 -0.01
H -2.56 -3.33 -0.69
H -2.52 -1.47 -3.61
H -1.01 -2.29 -3.09
H -0.98 -0.54 -3.42
C 1.61 2.26 -3.86
C 1.09 3.53 -3.54
C 1.29 4.60 -4.42
C 1.93 4.40 -5.65
C 2.37 3.12 -6.01
C 2.20 2.05 -5.12
Se 1.53 0.71 -2.65
H 1.55 1.57 -1.39
H 0.54 3.67 -2.62
H 0.93 5.60 -4.16
H 2.09 5.24 -6.34
H 2.84 2.94 -6.98
H 2.53 1.05 -5.40
C 1.94 2.10 4.97
N 2.53 0.91 4.34
C 3.38 0.07 5.18
C 2.15 0.53 3.15
N 1.71 0.23 2.10
H 2.72 2.56 5.60
H 1.08 1.84 5.61
H 1.62 2.80 4.20
H 2.90 -0.89 5.43
H 4.34 -0.13 4.68
H 3.55 0.64 6.11
*
```